1.
The following is a quantum chemistry calculation of a structure of composition C28H57Cl6NO7S2, from OMol25.

```
101
Properties=species:S:1:pos:R:3:forces:R:3
Cl -2.5175 2.8667 1.0374 -0.814 2.683 -1.972
Cl -3.5284 0.8077 4.0149 -0.357 -0.457 -0.007
Cl 3.0230 -2.1239 -0.8337 -1.784 -5.694 -2.483
Cl 1.0721 -3.7624 -3.0474 0.823 -1.119 -0.204
Cl -1.1099 -1.4550 3.2288 0.392 0.492 1.107
Cl -0.4231 4.2464 -1.1446 -11.408 4.882 7.313
S 1.7540 0.5792 -2.6995 -4.471 7.210 -4.594
S -0.1267 2.6449 3.4223 0.898 1.596 0.723
O -1.1861 -0.6520 -0.9960 0.120 2.655 0.590
O -1.5486 2.3637 3.4592 2.076 4.174 2.422
O 0.6359 2.1707 4.5726 -0.141 0.144 -1.438
O 2.7854 -0.2046 -2.1338 1.748 0.024 -14.570
O 3.0698 2.7156 -0.0683 4.000 -1.758 -0.669
O 4.6982 1.4880 0.6608 3.925 1.640 1.179
O 0.5547 0.0032 -3.3367 1.549 3.669 -0.288
N -2.3055 -2.8927 -0.4992 0.415 -1.613 -1.901
C 2.4409 1.9550 -3.8412 1.562 -2.488 -0.196
C 0.5032 2.1724 1.7507 -0.140 -0.254 0.841
C 0.8156 -3.3361 1.8853 0.597 -0.687 0.023
C 0.7549 4.6108 1.7742 -1.290 0.855 0.523
C 1.1423 1.8493 -1.5021 1.177 1.077 -0.604
C -3.3977 -1.8270 -0.8080 0.784 0.668 1.707
C -4.5451 -3.8183 -0.1674 -0.965 -2.364 0.795
C -2.3235 -0.7858 2.1771 -2.332 0.754 0.119
C 2.9564 0.1997 -0.1582 1.484 5.104 8.314
C -2.9139 3.1712 -0.6900 1.345 0.589 -0.041
C 1.4352 3.2613 -2.0428 3.902 -2.335 -4.552
C -2.5936 0.6550 2.4886 -1.641 -2.689 -0.954
C 1.6529 3.1513 -3.6092 -0.512 1.161 1.398
C 1.3914 3.2987 1.3004 -0.904 1.553 1.442
C -4.6407 -2.3480 -0.2191 -1.318 0.171 0.646
C 1.1859 -2.0400 -2.7443 -0.720 -0.793 -0.068
C 0.2164 4.4690 3.1984 0.367 -1.268 0.075
C 3.5378 1.5976 0.1176 -1.899 0.112 -0.953
C -1.6729 3.0795 -1.5764 -1.147 0.253 -0.668
C -1.4872 -3.0010 -1.8267 -0.644 -1.146 1.602
C 5.0564 0.1808 0.9983 -1.022 -2.071 0.170
C -0.7220 0.2980 -0.0901 0.593 -2.323 -1.464
C 2.0322 -4.3111 1.9052 -0.076 0.612 1.195
C 1.3928 -1.6154 -1.2932 -1.684 -1.892 -0.106
C -0.1897 -3.7775 0.8660 -1.126 0.129 -1.628
C 3.7315 -0.4839 0.8528 0.449 -1.663 3.604
C -1.3535 -2.7414 0.7152 -0.358 -0.986 -0.447
C -3.1183 -4.2411 -0.3429 0.979 0.589 -1.553
H 5.7484 -0.3664 0.3581 0.563 1.003 -0.477
H -0.3320 2.0898 1.0553 0.163 0.176 0.870
H 1.3484 5.5249 1.7947 0.826 -0.386 -0.271
H 1.4402 3.3010 0.2115 -0.185 0.313 1.293
H 2.2955 3.7457 -1.5810 0.251 -0.549 -0.288
H 2.6893 -4.3809 1.0383 -0.634 0.259 -0.439
H 1.1036 -2.2925 1.7585 0.312 -0.020 -0.365
H 3.1421 -0.0753 -1.1965 2.598 1.082 5.326
H -3.2025 4.2174 -0.7908 -0.742 -0.305 0.258
H -4.7853 -2.0305 0.8136 -0.250 0.663 -0.246
H 0.1157 1.6909 -1.1719 1.415 0.157 -1.083
H -3.2015 1.1355 1.7220 -0.305 -1.380 0.545
H 2.1973 4.0458 -3.9118 0.073 -0.058 -0.220
H 0.9518 1.1837 1.8476 0.263 0.136 0.081
H -0.9734 -1.7220 0.6486 0.580 -1.327 -0.478
H 0.7429 3.1122 -4.2080 -0.373 0.070 0.261
H -3.0841 -0.9111 -0.3071 -0.134 -0.210 -0.703
H 0.3252 0.4704 -0.3387 -0.367 -0.585 1.510
H 3.7956 -1.5472 0.6216 0.964 1.157 2.063
H -0.6577 5.0771 3.4312 -0.003 -0.291 0.036
H 0.6255 3.9684 -1.8627 6.130 -2.584 -4.518
H -3.6216 2.4292 -1.0596 -0.210 0.226 0.225
H -2.0651 -0.9783 1.1358 -0.579 1.068 1.097
H 1.9578 -1.6121 -3.3841 0.064 -1.229 0.232
H 1.8990 0.2296 0.1047 0.582 -0.278 0.078
H -0.8471 -3.8681 -1.6643 -0.572 0.015 -0.450
H -1.2531 2.0745 -1.6178 -0.580 0.551 -0.657
H 1.0194 4.6295 3.9178 -0.154 0.123 0.145
H -5.4814 -2.1250 -0.8761 -0.169 0.611 0.520
H -3.0315 -4.7904 -1.2804 0.244 0.315 -0.218
H 0.2376 -3.3007 2.8088 0.843 -0.548 0.338
H -1.1222 1.3109 -0.1348 -0.764 -0.406 0.211
H 0.2958 -1.5514 -3.1406 0.147 -1.735 0.483
H -0.0619 4.9179 1.1209 -0.179 -0.386 0.157
H 0.6628 -1.9527 -0.5573 0.351 -0.518 -0.442
H -3.5487 -1.6059 -1.8646 0.872 -0.411 0.034
H 0.2987 -3.9423 -0.0944 0.159 0.240 -0.112
H 2.7080 -3.9839 2.6953 0.047 0.050 0.209
H -1.7289 1.3086 2.6036 -0.864 -2.320 -0.854
H -5.2278 -4.2456 -0.9017 0.406 -0.325 -0.256
H -0.5276 -4.7819 1.1210 -0.386 -0.009 0.252
H -2.6893 -4.9549 0.3604 0.043 0.749 0.540
H -0.8201 -0.0812 0.9271 0.764 0.902 0.212
H 3.4794 2.0829 -3.5357 0.067 -0.051 0.284
H 1.8470 1.7256 -0.6797 -1.616 0.347 -0.671
H -4.9001 -4.2383 0.7737 -0.202 0.244 0.157
H -2.2813 -3.1544 -2.5576 0.552 -0.140 -0.334
H -0.8616 -2.1207 -1.9745 -1.063 -0.256 0.219
H 3.2439 -0.3810 1.8223 -0.249 -0.212 0.423
H 2.3619 3.2216 1.7907 -0.091 0.054 -0.323
H 2.4796 1.5908 -4.8678 -0.290 -0.326 0.036
H 1.3221 -0.5289 -1.2419 -1.171 -2.235 1.240
H -2.0296 -2.7768 1.5694 0.332 -0.720 -0.354
H -1.9752 3.4964 -2.5371 -0.131 -0.783 -0.277
H 5.3389 -0.0100 2.0336 0.552 1.012 -0.031
H 1.7382 -5.3183 2.2007 -0.211 -0.068 -0.169
H -3.2362 -1.3697 2.2962 -0.123 -0.069 0.470
```
Positions in Å, forces in eV/Å.

Values from the calculation:
2S+1   1
Energy   -142560.5303 eV
Charge   0
LUMO energy   0.01103 Eh
Kohn-Sham gap   0.2918 Eh

***

2.
The following is a quantum chemistry calculation of the molecule C28H57NO5, from OMol25.

```
91
Properties=species:S:1:pos:R:3:forces:R:3
O -0.4324 4.4759 4.8663 -0.774 1.883 1.241
O -0.9252 2.2165 -0.2096 0.083 -0.171 -0.303
O -1.6883 1.8229 -3.7215 0.000 0.004 0.023
O -0.2943 1.5337 1.8578 -0.037 -0.512 -0.020
O -3.1060 0.9927 2.5426 -0.012 -0.049 0.023
N -0.9881 2.5093 3.8706 0.076 -0.018 -0.291
C 0.1394 1.6596 0.5320 0.136 0.318 0.237
C -0.0639 3.5397 4.2595 0.781 -1.534 -0.941
C -2.9635 1.8121 -4.3438 -0.087 -0.020 0.064
C -0.7254 2.3550 -1.6123 0.111 0.017 0.042
C 1.9833 0.2580 -0.5994 0.031 0.119 -0.035
C -1.7080 1.4620 -2.3571 -0.025 0.122 0.078
C 6.0750 -2.1182 -1.7573 -0.030 0.029 0.012
C -6.4267 -1.9344 -0.3958 -0.028 -0.020 -0.034
C 0.5999 0.2756 0.0663 0.067 -0.150 0.121
C 5.0886 -4.0577 1.5243 0.063 0.077 0.070
C -3.6269 0.4378 -4.3460 -0.031 -0.020 -0.064
C -5.5777 -0.9178 -1.1690 -0.025 -0.011 0.021
C -4.3187 -0.3747 -0.4568 0.047 0.117 0.041
C -4.4938 -3.6417 -0.8829 0.015 -0.015 -0.028
C -2.9102 -0.0975 1.6479 0.078 0.013 -0.207
C -2.6341 2.2360 2.0715 -0.191 0.064 -0.076
C 1.3816 3.3772 3.8526 0.207 -0.071 -0.015
C 5.3384 -0.8166 -2.0860 -0.023 0.011 -0.090
C 4.9003 1.4698 -0.9397 0.022 0.012 -0.041
C 3.1464 0.0357 0.3896 0.035 -0.026 0.004
C -5.8325 -3.3539 -0.2023 0.037 -0.015 0.077
C 5.0261 -3.5834 0.0639 -0.088 0.128 0.002
C -4.2397 -0.5896 1.0583 -0.048 -0.014 -0.048
C 5.9291 0.4387 -1.4164 0.022 0.029 -0.050
C -1.1750 2.4963 2.4313 0.079 0.229 0.018
C -0.7120 1.2236 4.5103 -0.156 -0.125 -0.022
C 6.0531 -2.4974 -0.2682 -0.023 -0.064 0.118
C 4.2152 1.1349 0.3918 0.107 -0.022 0.074
H -2.7659 2.3115 0.9875 0.018 0.029 0.211
H -2.7925 2.1572 -5.3643 0.061 -0.046 0.057
H -4.5281 -3.4402 -1.9566 0.003 -0.041 0.058
H 3.6261 -0.9276 0.1947 -0.095 0.045 0.021
H -3.2210 3.0225 2.5530 0.013 -0.115 0.060
H 0.9961 2.3626 0.5037 -0.111 0.050 -0.078
H 1.9515 4.2431 4.1847 -0.042 -0.047 -0.048
H -5.0373 -0.0302 1.5560 0.013 -0.110 0.011
H 4.1663 1.6332 -1.7387 -0.001 0.005 0.097
H -4.2280 -4.6936 -0.7536 -0.019 0.055 -0.024
H 6.5690 0.1676 -0.5680 -0.081 -0.029 -0.059
H -5.2852 -1.3602 -2.1264 -0.034 0.075 0.045
H 5.0033 0.8353 1.0956 -0.082 0.086 0.008
H -4.3886 -1.6466 1.2995 0.008 0.083 -0.012
H -3.6787 -3.0502 -0.4579 -0.079 -0.001 -0.037
H 5.4093 2.4298 -0.8029 -0.013 -0.065 -0.042
H 7.0420 -2.8324 0.0632 -0.060 -0.009 -0.060
H 1.8003 2.4753 4.3052 -0.024 0.031 -0.067
H 5.6040 -2.9310 -2.3220 0.142 0.052 -0.052
H 4.0270 -3.1804 -0.1424 0.064 -0.109 -0.100
H -3.6140 2.5496 -3.8503 0.030 -0.055 -0.050
H 5.8164 -1.6154 0.3407 0.110 -0.071 -0.022
H 0.2890 0.8291 4.2973 -0.062 0.022 -0.019
H -2.7015 1.6087 -1.9109 0.105 0.044 -0.107
H 4.2769 -0.9299 -1.8423 0.097 0.029 0.070
H -2.8697 -0.3441 -4.4443 -0.035 0.051 -0.078
H 5.3746 -0.6669 -3.1706 -0.108 -0.052 0.059
H 5.1719 -4.4285 -0.6159 -0.056 0.052 0.041
H -0.9220 3.3943 -1.8899 0.013 -0.053 0.032
H 0.6207 -0.3430 0.9682 -0.018 -0.038 -0.133
H 1.4635 3.2609 2.7697 0.004 -0.022 0.045
H 2.1463 1.2114 -1.1155 -0.069 -0.089 -0.014
H -1.4465 0.4036 -2.2349 -0.056 0.034 0.014
H 7.1056 -2.0406 -2.1192 -0.052 0.001 0.053
H -4.2045 0.2427 -3.4397 0.122 0.048 -0.009
H -4.3109 0.3571 -5.1944 0.013 -0.012 0.079
H -5.7179 -3.5539 0.8679 -0.015 0.007 -0.066
H 0.3086 2.1266 -1.8863 -0.080 -0.003 -0.062
H -4.2595 0.7081 -0.6279 0.039 -0.118 -0.036
H -0.9213 3.4984 2.0549 -0.071 -0.024 -0.009
H -2.4049 -0.8984 2.1984 -0.057 0.072 0.025
H -1.4499 0.5051 4.1604 0.045 0.023 0.064
H -0.1642 -0.1577 -0.5833 0.012 0.105 0.000
H -0.8314 1.3368 5.5895 0.028 0.022 -0.052
H -2.2338 0.2088 0.8393 -0.111 -0.088 0.132
H 5.4754 -5.0752 1.6062 -0.005 0.062 -0.004
H -6.2260 -0.0742 -1.4263 -0.011 -0.058 0.075
H 6.5902 0.9239 -2.1422 0.012 -0.028 0.095
H -6.5607 -4.0877 -0.5608 0.050 0.039 0.039
H 3.7792 2.0521 0.8079 -0.036 -0.061 -0.102
H -7.3790 -2.0293 -0.9265 0.072 0.023 0.008
H 1.9965 -0.5025 -1.3849 0.028 0.012 0.067
H -6.6800 -1.5120 0.5809 -0.004 -0.034 -0.078
H 2.7405 -0.0397 1.4046 0.050 0.029 -0.050
H 5.7483 -3.4142 2.1150 -0.070 -0.037 -0.035
H -3.4180 -0.7928 -0.9218 -0.063 -0.039 0.079
H 4.1086 -4.0374 2.0047 0.049 -0.050 -0.038
```
Positions in Å, forces in eV/Å.

Values from the calculation:
2S+1   1
Energy   -41686.3334 eV
Charge   0
LUMO energy   0.02312 Eh
Kohn-Sham gap   0.3497 Eh
ΔE to the lowest compared entry with this formula, charge and spin   2.3073 eV

***

Which of these has the highest Kohn-Sham gap? C28H57NO5